{
  "formula": "C20H26N4O2S",
  "method": "the ωB97M-V functional and the def2-TZVPD basis",
  "species": ["S", "O", "O", "N", "N", "N", "N", "C", "C", "C", "C", "C", "C", "C", "C", "C", "C", "C", "C", "C", "C", "C", "C", "C", "C", "C", "C", "H", "H", "H", "H", "H", "H", "H", "H", "H", "H", "H", "H", "H", "H", "H", "H", "H", "H", "H", "H", "H", "H", "H", "H", "H", "H"],
  "xyz": [[-3.82940, -0.01082, 1.49498], [4.35695, 0.54509, 0.14834], [-3.52699, -0.34577, -1.99688], [2.35025, -0.37511, 1.09456], [1.69059, -3.53141, -0.48267], [1.26984, -2.54245, 0.24648], [-1.66609, -0.41216, -0.75769], [-0.63809, 3.17593, -0.88965], [-0.73944, -0.17666, 0.46302], [-0.06401, -2.58632, 0.41724], [1.71509, 2.70225, -0.08620], [-0.45117, 2.44407, -1.86773], [-0.97934, -2.91525, -0.67516], [3.45483, -2.30236, -0.22796], [3.25844, 0.52935, 1.17371], [2.43915, -1.84705, 0.38253], [-0.88885, -1.54150, -1.51062], [3.10188, -3.32121, -0.93282], [-5.13501, -0.91841, 1.15156], [2.76335, 2.87702, 0.89255], [1.76667, 1.88155, -1.28997], [-2.94942, -0.11716, -0.74581], [3.03380, 1.75893, 1.75792], [0.70314, 1.64987, -2.17219], [-0.70920, -1.28934, 1.23515], [-3.51772, 0.90890, 0.12125], [0.47550, 3.47178, 0.04913], [0.24428, 4.11585, 1.06942], [-0.26362, -3.40559, 1.21938], [-4.69557, -1.35786, 0.15193], [3.47233, -4.16931, -1.53709], [-1.57314, -1.85884, 1.58240], [-1.61744, -1.71895, -2.31742], [0.01375, -1.09113, 2.26404], [0.86041, 1.16978, -3.20392], [-1.55450, 3.75883, -0.54734], [1.45205, -0.36630, 1.64644], [2.78464, 1.67100, -1.47410], [2.02508, 1.43301, 2.31514], [0.07513, -1.30155, -1.80290], [-1.89685, -3.00275, -0.49075], [-5.24756, -1.62627, 1.86536], [-6.00993, -0.35253, 0.81866], [-0.59183, -3.49242, -1.39150], [2.80966, 3.76315, 1.50608], [3.63474, 3.03416, 0.45214], [-4.20630, 1.43968, -0.44736], [-1.31879, 2.29569, -2.29368], [0.20875, 0.26873, 0.03208], [3.79059, 2.10794, 2.44459], [4.36355, -1.75480, -0.19738], [-1.27356, 0.86225, 1.09410], [-2.77067, 1.86642, 0.24861]],
  "lumo_energy_ev": 0.22,
  "homo_ha": -0.307,
  "total_charge": 0
}

{
  "formula": "C5H7N3",
  "method": "the ωB97M-V functional and the def2-TZVPD basis",
  "species": ["N", "N", "N", "C", "C", "C", "C", "C", "H", "H", "H", "H", "H", "H", "H"],
  "xyz": [[1.02695, -1.29663, -0.23300], [2.17883, -0.57952, 0.04344], [-1.77877, 0.78388, -0.26024], [0.43356, 1.70090, -0.10813], [-0.48635, 0.66365, -0.27519], [-1.46908, -1.46804, -0.17288], [-0.10930, -0.79790, -0.33218], [-2.41266, -0.60262, 0.18833], [1.68133, 1.55399, -0.61735], [-3.49505, -0.68051, 0.43107], [3.08730, -1.31979, -0.24643], [-1.33908, -2.51216, -0.00381], [2.32359, 0.09795, 0.88477], [0.55539, 1.91111, 1.14789], [-0.19666, 2.54570, -0.44628]],
  "lumo_energy_ev": 0.00,
  "homo_ha": -0.314,
  "total_charge": 0
}

{
  "formula": "C45H56N6OP2PdS4",
  "method": "the ωB97M-V functional and the def2-TZVPD basis",
  "species": ["Pd", "S", "S", "S", "S", "P", "P", "O", "N", "N", "N", "N", "N", "N", "C", "C", "C", "C", "C", "C", "C", "C", "C", "C", "C", "C", "C", "C", "C", "C", "C", "C", "C", "C", "C", "C", "C", "C", "C", "C", "C", "C", "C", "C", "C", "C", "C", "C", "C", "C", "C", "C", "C", "C", "C", "C", "C", "C", "C", "H", "H", "H", "H", "H", "H", "H", "H", "H", "H", "H", "H", "H", "H", "H", "H", "H", "H", "H", "H", "H", "H", "H", "H", "H", "H", "H", "H", "H", "H", "H", "H", "H", "H", "H", "H", "H", "H", "H", "H", "H", "H", "H", "H", "H", "H", "H", "H", "H", "H", "H", "H", "H", "H", "H", "H"],
  "xyz": [[-0.39841, -0.09636, 0.79252], [0.14347, 2.72089, -2.50166], [2.12897, 4.46206, 0.75720], [3.50945, 0.09902, 2.64206], [-0.18356, 0.59133, 3.90660], [1.26637, -1.94298, 0.37175], [-1.52338, -1.86920, 1.82229], [0.99003, 1.35292, 1.14901], [2.26779, 3.53720, -3.82825], [-1.72757, -1.24131, -1.22567], [-2.08930, -4.24303, 0.51551], [0.47787, -4.43173, -0.61074], [-5.18293, 5.49509, -0.18743], [0.51183, 2.71833, -5.12692], [-0.39910, -5.42139, -0.72539], [-4.15520, -1.59043, 0.97312], [-3.55140, -0.65537, 3.21388], [3.34283, 3.31058, -4.80099], [1.56500, 2.18387, 4.79636], [-3.21983, 2.66447, -0.81119], [-0.71970, -2.49901, 3.33542], [1.12723, -1.06710, -2.26661], [3.14900, -0.43887, -0.95835], [-4.46419, 4.61773, -0.00151], [-0.68393, 1.87479, -5.21975], [-2.37995, -1.87176, -1.92676], [1.05677, 3.01500, -3.94543], [2.15241, -1.56867, -1.25251], [-3.19453, -2.69802, -2.81297], [-2.62294, -6.38624, -0.37717], [1.26519, 5.89431, 1.12916], [2.68178, 4.09712, -2.53938], [0.77951, 3.52143, -6.33078], [3.08696, 1.73362, 2.28399], [-1.71519, -5.31485, -0.17879], [-1.15459, -3.26514, 0.68803], [-2.15298, 2.24281, 1.71176], [-2.23590, -7.58755, -1.09215], [-0.04475, -6.61519, -1.40725], [-0.06461, 0.75805, 5.60838], [0.40543, 5.69446, 2.15757], [1.59401, 2.06816, 2.21967], [-1.82086, 1.36886, 0.68415], [1.07078, 1.71532, 3.61921], [1.33482, 3.55895, 1.99567], [-2.34842, 1.60603, -0.58592], [-3.01187, 3.31051, 1.49106], [-3.74395, -3.13044, 2.93559], [5.40837, 1.78097, 2.50741], [0.45054, 4.35728, 2.65359], [2.89262, -2.78202, -1.81864], [4.20281, 2.51414, 2.27320], [-3.33460, -1.82346, 2.24504], [5.18295, 0.46160, 2.71783], [0.08540, -3.32497, 0.09433], [-0.99033, -7.70261, -1.57570], [-3.55763, 3.52079, 0.22956], [2.52862, -2.88312, 1.30260], [0.91000, 1.64330, 5.93917], [3.46167, -2.32868, 1.35316], [-3.61473, -6.29331, 0.04961], [-0.22288, 6.46994, 2.57455], [-0.69845, 1.14510, -4.41098], [-4.07997, -2.44605, 0.29976], [-2.58742, -3.49849, -3.23314], [2.65208, 0.43903, -0.53843], [6.39055, 2.23259, 2.53417], [-0.86651, -3.57887, 3.36562], [-4.82609, -3.09917, 3.08532], [3.23770, -2.53823, -2.82782], [3.61479, 4.23427, -5.31060], [2.38152, 2.89339, 4.84953], [3.44516, 4.85438, -2.70629], [2.25953, -3.66403, -1.87471], [4.21342, 2.94527, -4.25759], [0.57037, -0.21134, -1.88611], [3.63127, -0.15220, -1.90010], [2.67647, -3.82712, 0.77942], [1.29687, 2.93695, -7.09079], [1.46914, 6.80825, 0.59181], [-3.25490, 3.98696, 2.30081], [-0.14959, 4.01585, 3.48575], [-4.01724, -3.13511, -2.24788], [-0.65278, 1.34150, -6.16756], [-1.59370, 2.47785, -5.18539], [-4.60944, -0.62306, 3.48379], [4.19132, 3.58315, 2.12738], [1.16429, 1.90400, 6.95744], [3.93718, -0.74565, -0.27195], [2.18809, -3.08596, 2.31686], [5.89982, -0.31932, 2.92335], [0.34138, -2.26699, 3.32357], [-2.09663, 0.97186, -1.42184], [0.42007, -1.84940, -2.54911], [3.77448, -3.02495, -1.22402], [-3.28134, -3.23504, 3.91738], [-2.98205, -0.77391, 4.13840], [-1.15605, -2.05524, 4.22755], [-3.51127, -4.00452, 2.33219], [-0.17616, 3.85237, -6.73572], [-1.74775, 2.11672, 2.70197], [-3.83576, -0.68616, 0.45235], [1.36460, 4.40131, -6.08504], [-2.95097, -8.38792, -1.22137], [-3.64316, 2.82725, -1.79510], [-0.72582, 0.20546, 6.25959], [-3.60380, -2.09658, -3.62205], [1.83194, 4.56637, -2.05059], [0.95681, -6.68834, -1.81329], [-3.29136, 0.29746, 2.76238], [-5.20373, -1.46767, 1.25469], [3.05310, 2.56108, -5.53011], [1.65773, -0.74842, -3.17060], [3.08624, 3.32532, -1.88183], [-0.68525, -8.60214, -2.09316]],
  "s_squared": 6.05,
  "spin_multiplicity": 5,
  "lumo_energy_ev": [-5.13, -8.14],
  "homo_ha": [-0.409, -0.449],
  "total_charge": 2
}

{
  "formula": "CH4O2S",
  "method": "the ωB97M-V functional and the def2-TZVPD basis",
  "species": ["S", "O", "O", "C", "H", "H", "H", "H"],
  "xyz": [[-1.46215, 4.29123, -4.36547], [1.38196, -1.60026, 2.98705], [0.95053, -3.70676, 2.37547], [0.95568, -2.69922, 3.24090], [-1.39510, 4.53715, -5.67782], [0.55388, -2.89769, 4.19727], [1.23700, -3.31397, 1.52905], [-2.22181, 5.38951, -4.28646]],
  "smiles": "O=CO.S",
  "lumo_energy_ev": 0.85,
  "homo_ha": -0.360,
  "total_charge": 0
}

{
  "formula": "C3H6Si",
  "method": "the ωB97M-V functional and the def2-TZVPD basis",
  "species": ["Si", "C", "C", "C", "H", "H", "H", "H", "H", "H"],
  "xyz": [[-0.26105, -1.04047, 0.82932], [0.94408, 0.28476, -1.57484], [1.14976, 1.63800, -1.98580], [-0.08406, 1.07167, -2.13310], [-1.72880, -1.65563, 1.13674], [1.75776, 2.56763, -2.00387], [0.73346, -1.59303, -0.16064], [-1.10078, 1.28367, -2.64757], [0.48457, -1.17039, 2.06081], [-0.70335, 0.28907, 0.29633]],
  "smiles": "C1=CC=1.[SiH4]",
  "lumo_energy_ev": 0.78,
  "homo_ha": -0.322,
  "total_charge": 0
}

{
  "formula": "C4H9N2S",
  "method": "the ωB97M-V functional and the def2-TZVPD basis",
  "species": ["S", "N", "N", "C", "C", "C", "C", "H", "H", "H", "H", "H", "H", "H", "H", "H"],
  "xyz": [[-2.98093, -0.97761, 0.08105], [-0.21995, -0.17766, 0.54811], [-0.18024, 2.01347, -0.41444], [-2.54003, 0.55629, -0.11164], [1.12573, -0.68556, 0.72314], [-0.68626, 0.89079, 0.05356], [1.59555, -1.33346, -0.56035], [1.04651, -1.44790, 1.53279], [-0.87181, -0.90709, 0.44001], [-3.15853, 1.52655, -0.27438], [0.81941, -1.96896, -0.87030], [1.91519, -0.69845, -1.33205], [0.68051, 2.27381, -0.11206], [2.39974, -1.96397, -0.29583], [1.86242, 0.16260, 1.01726], [-0.80731, 2.73714, -0.42487]],
  "smiles": "CCNC(=[NH2+])C=S",
  "lumo_energy_ev": -5.24,
  "homo_ha": -0.515,
  "total_charge": 1
}

{
  "formula": "C6H5N2",
  "method": "the ωB97M-V functional and the def2-TZVPD basis",
  "species": ["N", "N", "C", "C", "C", "C", "C", "C", "H", "H", "H", "H", "H"],
  "xyz": [[2.58650, -2.56159, -0.04765], [1.73051, -1.82175, -0.07578], [0.13288, 1.44863, 0.48680], [-0.63409, -1.00921, -0.44122], [0.73139, -0.84636, -0.00570], [-1.19354, 1.23755, 0.09841], [-1.58456, 0.02631, -0.43538], [1.06806, 0.44397, 0.41408], [-1.90961, 2.07063, 0.15629], [-2.58534, -0.07131, -0.77854], [2.08931, 0.66853, 0.63817], [0.44896, 2.42747, 0.78283], [-0.88047, -2.01286, -0.79230]],
  "smiles": "N#[N+]c1ccccc1",
  "lumo_energy_ev": -6.14,
  "homo_ha": -0.540,
  "total_charge": 1
}

{
  "formula": "C8H10ClP",
  "method": "the ωB97M-V functional and the def2-TZVPD basis",
  "species": ["Cl", "P", "C", "C", "C", "C", "C", "C", "C", "C", "H", "H", "H", "H", "H", "H", "H", "H", "H", "H"],
  "xyz": [[-2.00789, 0.65250, -2.37855], [-3.16476, 0.94908, -0.69480], [0.76137, -1.92092, -0.62393], [2.46509, 1.31742, 0.46114], [1.73466, -0.96199, -0.37107], [-0.56554, -1.65972, -0.30090], [-2.34485, -0.11050, 0.58914], [1.41358, 0.26790, 0.19942], [0.08169, 0.52148, 0.52239], [-0.89798, -0.43611, 0.26897], [2.48944, 1.53497, 1.52312], [-2.61361, 2.18273, -0.27648], [-2.33878, 0.45770, 1.51551], [-1.33683, -2.38461, -0.50077], [2.76776, -1.14668, -0.62688], [-0.20855, 1.46268, 0.96728], [1.02296, -2.86128, -1.08092], [2.22076, 2.21389, -0.09761], [-2.91241, -1.01936, 0.74697], [3.43391, 0.94083, 0.15798]],
  "smiles": "Cc1cccc(CPCl)c1",
  "lumo_energy_ev": 0.82,
  "homo_ha": -0.323,
  "total_charge": 0
}

{
  "formula": "C9H4Cl2FN",
  "method": "the ωB97M-V functional and the def2-TZVPD basis",
  "species": ["Cl", "Cl", "F", "N", "C", "C", "C", "C", "C", "C", "C", "C", "C", "H", "H", "H", "H"],
  "xyz": [[3.86263, 0.29632, 0.48629], [-2.94054, -0.59462, 0.37558], [-3.77034, 2.06061, -0.54487], [-0.34231, 1.80325, -0.30048], [1.81404, -0.37142, -0.97743], [2.16751, -0.02794, 0.28758], [-2.86033, 1.65458, 0.35514], [0.57313, -0.90028, -1.23479], [-1.50564, 1.78860, -0.08954], [1.26672, -0.21690, 1.33337], [-0.01832, -0.60848, 1.04449], [-1.72279, -1.44642, -0.56491], [-0.42446, -1.02981, -0.24833], [1.67260, 0.05551, 2.41403], [0.44199, -1.14900, -2.33103], [2.48703, -0.38966, -1.85140], [-0.70093, -0.92434, 1.84631]],
  "lumo_energy_ev": [-1.92, -1.92],
  "homo_ha": [-0.321, -0.321],
  "total_charge": 0
}

{
  "formula": "C2H8N2",
  "method": "the ωB97M-V functional and the def2-TZVPD basis",
  "species": ["N", "N", "C", "C", "H", "H", "H", "H", "H", "H", "H", "H"],
  "xyz": [[-3.20724, -0.36859, 2.96872], [1.41256, -0.36495, -1.02555], [0.75040, 0.69347, -0.64723], [2.49760, -0.25918, -2.03242], [-3.02585, -0.97871, 2.09660], [2.11536, 0.39940, -2.75217], [0.10339, 0.62270, 0.25082], [0.91819, 1.74746, -1.00548], [-3.67424, 0.49397, 2.50786], [2.55365, -1.24432, -2.46033], [3.45193, 0.06902, -1.50912], [-3.89574, -0.81026, 3.60829]],
  "smiles": "C=NC.N",
  "lumo_energy_ev": 0.99,
  "homo_ha": -0.348,
  "total_charge": 0
}

{
  "formula": "C2H10O6V",
  "method": "the ωB97M-V functional and the def2-TZVPD basis",
  "species": ["V", "O", "O", "O", "O", "O", "O", "C", "C", "H", "H", "H", "H", "H", "H", "H", "H", "H", "H"],
  "xyz": [[0.25123, 1.51457, -0.07700], [3.63447, 0.39742, -2.02385], [1.03986, 1.72325, 1.32441], [-0.44332, -2.96301, 1.09544], [-3.27273, -0.04465, -2.02383], [0.18062, 2.97945, -0.82702], [-2.89404, 2.23712, 1.89945], [4.82352, 1.07678, -2.29681], [-1.11835, -3.60291, 2.14537], [-1.29331, -2.97186, 3.01672], [-0.51569, -4.38960, 2.59927], [5.72610, 0.63384, -1.87580], [-2.78191, 2.93830, 2.54133], [5.02010, 1.17454, -3.36448], [-4.13771, 0.34078, -1.88426], [4.95150, 2.07125, -1.86931], [-2.07916, -3.91673, 1.73740], [-3.45270, -0.92943, -2.34166], [-3.63849, 1.73088, 2.22463]],
  "lumo_energy_ev": -0.24,
  "homo_ha": -0.114,
  "total_charge": -1
}

{
  "formula": "C14H38MgO6",
  "method": "the ωB97M-V functional and the def2-TZVPD basis",
  "species": ["Mg", "O", "O", "O", "O", "O", "O", "C", "C", "C", "C", "C", "C", "C", "C", "C", "C", "C", "C", "C", "C", "H", "H", "H", "H", "H", "H", "H", "H", "H", "H", "H", "H", "H", "H", "H", "H", "H", "H", "H", "H", "H", "H", "H", "H", "H", "H", "H", "H", "H", "H", "H", "H", "H", "H", "H", "H", "H", "H"],
  "xyz": [[0.05417, 0.02759, 0.05327], [0.58403, -1.80575, 0.71914], [-0.66937, 0.47682, 2.06252], [2.03888, 0.57500, 0.27577], [-0.39489, 1.88590, -0.64976], [-1.87283, -0.56996, -0.32684], [0.55366, -0.28012, -2.01114], [-2.32312, 3.46570, -0.38766], [-1.07627, -3.45789, 1.48252], [-0.76091, 3.19793, -0.31772], [0.83480, 0.87235, 3.63015], [3.52657, 2.41651, 0.15749], [0.38981, -1.50986, -2.72858], [1.34079, -1.45665, -3.95227], [-2.81416, -0.70086, -1.38260], [0.40112, -3.12141, 1.22459], [1.29374, -3.50826, 2.46212], [2.82425, 1.32059, -0.64093], [-0.01703, 4.29354, -1.07460], [-2.99131, -2.13768, -1.85924], [-0.44787, 0.14991, 3.34900], [2.24022, 1.77621, -1.44057], [-2.68725, 3.35434, -1.40899], [3.56112, 0.72661, -1.18159], [0.68739, -3.84489, 0.46122], [-2.07083, -2.70866, -1.73752], [-2.89244, 2.66467, 0.08385], [4.42625, 2.77526, -0.34248], [1.10049, -0.57668, -4.54894], [1.64045, 0.41248, 3.05784], [-1.52064, -2.74059, 2.17254], [0.39627, 0.45540, -2.60767], [0.86295, 1.96189, 3.64510], [-0.49694, 4.60470, -2.00249], [2.35972, -3.62769, 2.26841], [0.51236, -2.47296, -2.23309], [2.53026, -0.08736, 0.76712], [-1.26814, 0.53644, 3.95383], [-2.37080, -0.72523, 0.47910], [-1.60388, -3.42955, 0.52914], [-1.52243, 0.91163, 2.13210], [1.13433, -2.71694, 3.19458], [1.04681, 0.58616, 4.66032], [-3.28568, -2.13744, -2.90873], [-0.15542, 5.19992, -0.48519], [-0.55537, 3.20416, 0.75270], [1.19085, -2.30245, -4.62326], [3.92999, 2.05731, 1.10423], [-0.61633, -1.56221, -3.14456], [-2.55356, -0.23104, -2.33100], [-1.16284, -4.40983, 2.00638], [2.36768, -1.46564, -3.58688], [-0.32369, -0.91035, 3.56932], [1.06545, 4.17253, -1.11583], [-3.77284, -0.23746, -1.14959], [0.90474, -4.38107, 2.98652], [-2.62636, 4.46168, -0.06492], [-3.77556, -2.66534, -1.31646], [2.82959, 3.23860, 0.32024]],
  "s_squared": 0.75,
  "spin_multiplicity": 2,
  "lumo_energy_ev": [-2.61, -6.39],
  "homo_ha": [-0.383, -0.383],
  "total_charge": 1
}